# 1
Molecular formula: C4H9NO2
Method: DFT, wB97M-V/def2-TZVPD

As for the structure (SMILES): N[C@H](CO)CC=O. The spin multiplicity is 1. The max |F| is 0.071 hartree/bohr. As for the LUMO energy: 0.0259 Ha. The HOMO-LUMO gap is 0.3739 Eh. As for the molar mass: 103.1 g mol⁻¹. As for the total energy: -362.98675 Ha. Its relative energy (zero: lowest compared OMol25 entry of this formula, charge and spin) is 2.6879 eV.

```
16
Properties=species:S:1:pos:R:3:forces:R:3:mulliken_charge:R:1
H 0.5166 2.2064 0.2134 -0.027 -0.184 0.867 0.332
H -2.4504 0.2426 0.0868 1.191 0.301 -0.200 0.300
O 2.4619 2.1398 0.4688 1.660 -0.131 0.811 -0.447
H 0.1916 -2.2254 -0.6774 1.137 -0.476 -0.207 0.366
C 1.0480 0.0623 0.6327 -1.370 1.427 0.780 -0.521
C 1.4073 1.6106 0.5527 -2.466 -1.102 -2.482 0.003
O -1.6452 -1.8873 -1.5264 0.923 1.679 0.292 -0.544
H -0.2425 0.2806 -1.1372 -0.124 0.071 0.933 0.304
H -2.2310 -2.6461 -1.4681 0.431 -0.090 0.762 0.308
H -1.6710 0.0448 1.4792 0.365 1.002 -1.308 0.303
N -1.5507 0.5254 0.5327 0.311 -1.860 1.431 -0.660
C -0.6731 -1.6629 -0.4501 -2.242 -0.219 2.025 -0.691
C -0.3715 -0.1681 -0.1111 0.041 0.253 -1.913 0.019
H 0.9913 -0.1162 1.7297 -0.168 -0.356 -0.586 0.313
H 1.8626 -0.5294 0.2180 -0.136 -0.021 -0.089 0.352
H -1.1098 -2.0065 0.5420 0.473 -0.294 -1.118 0.263
```
Forces are in eV/Å.


# 2
Molecular formula: C15H10Cl2N2OS
Method: DFT, wB97M-V/def2-TZVPD

As for the structure (SMILES): O=c1[nH]nc(-c2cccs2)cc1Cc1ccc(Cl)c(Cl)c1. The spin multiplicity is 1. The max |F| is 0.080 hartree/bohr. As for the LUMO energy: -0.0130 Ha. The HOMO-LUMO gap is 0.3029 Eh. As for the molar mass: 337.2 g mol⁻¹. As for the total energy: -2080.90858 Ha. Its relative energy (zero: lowest compared OMol25 entry of this formula, charge and spin) is 1.6404 eV.

```
31
Properties=species:S:1:pos:R:3:forces:R:3:mulliken_charge:R:1
Cl 5.0756 0.2033 0.3850 -0.689 -0.599 -0.044 -0.190
H 1.0364 -0.5689 -2.8930 0.200 0.346 0.359 0.464
N -3.1593 -0.5589 -1.5911 2.788 1.979 2.259 -0.036
H 2.9099 0.1601 -1.4575 0.087 0.219 -0.088 0.419
H 0.1959 0.8091 -0.2751 -0.414 -0.266 -0.014 0.291
C 3.6916 -0.8676 0.2487 -0.822 -0.955 -0.070 -0.019
C -0.7393 0.3831 -0.6600 -0.079 -0.079 -0.183 -0.116
C -0.6858 -0.5910 -1.6188 -1.053 1.127 1.269 0.513
C -1.9847 -1.0885 -2.0982 -0.564 -1.614 -1.462 0.367
C 1.5634 -1.4285 -0.9367 1.264 0.395 -0.106 0.177
C 1.3492 -2.4758 -0.0503 0.152 -0.614 0.288 -0.177
C -1.4373 3.6921 2.2936 -0.377 -0.230 -0.414 -0.469
C 2.7342 -0.6432 -0.7620 -0.217 -0.458 0.288 -0.297
C 2.3064 -2.7379 0.9412 0.376 0.275 0.413 -0.526
H 2.1394 -3.5092 1.6806 -0.066 -0.196 -0.151 0.388
O -2.0896 -1.9853 -2.9428 0.343 0.532 0.460 -0.703
H -4.0135 -1.0005 -1.8762 -0.364 0.163 0.144 0.283
N -3.1703 0.3925 -0.5651 0.787 -0.126 -0.202 -0.654
H -0.0641 2.8514 0.7140 -0.620 -0.048 0.304 0.372
Cl 4.6095 -2.2851 2.4316 -0.699 -0.068 -0.735 -0.193
H 0.4619 -3.1488 -0.1506 0.850 0.750 0.160 0.378
S -3.4706 2.1236 1.8886 0.988 1.148 0.335 -0.119
C -2.7196 3.4685 2.7459 1.030 -0.884 -1.140 -0.472
C 3.4857 -1.9885 1.1072 -0.257 1.280 -0.538 0.195
C -2.0469 1.9448 0.9130 -0.226 -1.011 -0.432 0.284
C -1.0400 2.8092 1.2179 -0.336 0.508 0.713 -0.445
H -3.2261 4.0010 3.5199 -0.285 0.104 0.247 0.445
H -0.7795 4.4825 2.6438 -0.258 -0.131 0.129 0.374
C -2.0098 0.8735 -0.1060 -1.150 -1.329 -2.001 0.342
H 0.4656 -2.1288 -2.6503 -0.445 0.140 0.506 0.401
C 0.6118 -1.1878 -2.0973 0.055 -0.356 -0.295 -1.276
```
Forces are in eV/Å.


# 3
Molecular formula: C27H16F9N4OS3TbTe
Method: DFT, wB97M-V/def2-TZVPD

The spin multiplicity is 7. The max |F| is 0.076 hartree/bohr. As for the LUMO energy (spin up / spin down): -0.0358 / -0.0071 Ha. The HOMO-LUMO gap (spin up / spin down) is 0.2253 / 0.2547 Eh. As for the molar mass: 966.2 g mol⁻¹. As for the total energy: -4518.72215 Ha. Its relative energy (zero: lowest compared OMol25 entry of this formula, charge and spin) is 1.7019 eV.

```
62
Properties=species:S:1:pos:R:3:forces:R:3:mulliken_spin:R:1
C 1.1028 -2.0196 4.5648 2.181 0.313 0.104 0.002
H -2.1567 -4.3489 -4.9213 -0.201 0.289 0.113 0.000
H 1.1655 5.6315 2.4807 1.237 0.007 0.355 0.000
C 2.3284 1.8042 -1.0769 -0.306 2.180 -1.039 -0.001
C 1.7471 -2.7463 1.3255 -1.232 0.215 0.209 0.001
H 0.9445 3.2719 1.8952 2.056 -1.706 0.163 -0.001
C -2.0570 5.5827 1.5364 2.365 1.468 0.701 0.000
C -3.1289 -1.1012 -2.9142 -0.981 -1.568 -1.425 0.000
H -3.7630 -2.6589 -5.8817 -0.297 -0.341 -0.024 0.000
F 1.3516 -1.5010 -2.5811 -0.597 -0.267 -0.660 0.000
C -2.7211 1.9130 0.6733 0.821 0.841 0.799 -0.031
C -2.2615 -2.0655 -2.3688 0.125 1.559 0.423 0.006
C -2.1445 4.2585 1.2555 -0.805 -1.235 -0.743 0.000
S -3.5567 3.4226 0.7062 -0.708 0.031 -0.237 -0.001
C 2.1493 -0.5141 -2.2126 0.659 0.128 0.774 -0.001
C 0.2767 5.2023 2.1195 -1.596 0.727 -0.457 0.000
C 3.2040 -0.8402 4.2678 0.182 -0.042 0.076 0.000
H 0.5315 0.9985 3.0816 0.568 -0.480 0.289 -0.012
F 2.9722 -1.0691 -1.2991 -0.095 0.282 0.466 0.000
H 4.2943 -0.7303 4.3094 -0.456 -0.307 0.264 0.000
F 3.1568 2.4619 -1.9504 -0.918 -0.739 -0.259 0.000
S -3.5140 0.4310 0.3270 0.273 -0.003 -0.134 -0.050
N -1.4453 2.0389 1.0542 -0.197 -0.491 -0.228 -0.028
C -0.7204 -3.0659 -1.2556 1.783 0.092 1.872 -0.002
N -1.4911 -2.0115 -1.1846 -0.095 -0.198 0.065 -0.018
H 1.4820 -5.0881 -1.1523 -0.350 0.424 0.254 0.000
C 1.1092 0.1429 3.4970 -0.961 -0.823 0.840 0.015
F 1.2595 2.0195 -3.6135 -0.510 -0.631 -0.041 0.000
H -0.7899 7.1251 2.2734 0.432 -0.484 -0.170 0.000
C 1.3583 -4.2783 -0.4297 1.215 -2.453 -0.536 0.000
C 0.1377 3.8840 1.7710 -1.458 -0.034 -0.075 -0.002
C 0.4933 1.3794 -2.6964 -0.281 0.725 -0.740 -0.001
F 1.5405 2.8061 -0.5499 0.772 -1.129 -0.118 0.000
F -0.3145 2.3055 -2.1786 0.066 0.036 0.304 0.000
F 3.1529 1.3803 -0.1765 0.332 -1.042 1.756 0.000
C -1.0840 3.3495 1.3433 -0.081 0.862 0.445 0.005
C -3.4175 -2.5695 -4.8649 1.044 0.242 0.277 0.000
H -2.8177 6.3142 1.4033 -0.836 0.048 -0.066 0.000
C -0.8043 6.0667 1.9862 -1.640 0.082 -0.121 0.000
O 0.5296 0.2636 -0.6394 0.446 -0.027 0.086 -0.074
H -0.3090 -4.5295 -2.6800 0.368 -0.502 -0.045 0.000
H 0.6442 -2.8967 4.9172 -0.797 -0.921 0.384 0.002
Te -1.7412 -1.3921 3.7825 0.572 0.706 -0.793 -0.058
C -3.7208 -1.3920 -4.1627 0.565 0.419 0.758 0.000
C -1.8886 -3.1639 -3.1104 -0.443 -1.199 -0.818 0.001
H -3.4716 -0.2342 -2.4168 0.193 0.759 0.685 -0.001
N 0.6143 -2.4538 0.7250 0.909 0.229 0.135 -0.014
C 2.4979 0.2239 3.7174 -1.300 -0.711 -0.568 0.002
H 2.1693 -2.1793 2.1069 0.190 0.637 0.890 0.000
H 3.0374 1.0808 3.3913 0.266 0.635 -0.233 0.000
N -0.9237 -3.8359 -2.3255 -1.189 0.575 -1.404 0.001
C 0.4375 -3.3421 -0.2971 -3.180 1.704 -1.453 -0.005
C -2.4812 -3.4682 -4.3628 0.448 0.030 0.563 0.000
H 3.0451 -2.7855 5.2089 -0.209 0.184 -0.231 0.000
H -4.3689 -0.6436 -4.6400 0.236 -0.425 0.392 0.000
Tb -0.9639 -0.3291 0.8411 0.321 -0.666 -0.415 6.243
C 2.5135 -1.9681 4.7166 -0.599 0.604 -0.195 0.000
S 2.4866 -4.1636 0.8329 0.770 -0.055 -0.384 0.000
C 1.3510 0.6812 -1.6361 -0.093 0.596 1.202 0.027
F -0.3221 0.5073 -3.2883 0.242 -0.336 -0.530 0.000
F 2.9321 -0.1486 -3.2146 0.033 0.102 -0.787 0.000
C 0.3627 -1.0125 3.9712 0.742 1.082 -0.712 0.000
```
Forces are in eV/Å.


# 4
Molecular formula: C4H5NO3
Method: DFT, wB97M-V/def2-TZVPD

The spin multiplicity is 1. The max |F| is 0.205 hartree/bohr. As for the LUMO energy: -0.0554 Ha. The HOMO-LUMO gap is 0.3314 Eh. As for the molar mass: 115.1 g mol⁻¹. As for the total energy: -435.57832 Ha. Its relative energy (zero: lowest compared OMol25 entry of this formula, charge and spin) is 9.3112 eV.

```
13
Properties=species:S:1:pos:R:3:forces:R:3:mulliken_charge:R:1
O 2.9067 -0.1501 -0.1359 -6.824 7.260 3.418 -0.468
H -0.3281 0.8768 -1.4086 0.521 -1.776 1.661 0.383
C 0.5879 -0.1263 0.5099 1.464 5.521 3.633 0.653
C -1.6806 0.0745 -0.0941 -9.574 3.141 0.376 0.046
H -1.5003 -1.4417 0.4155 0.850 -3.530 0.711 0.380
C 1.7781 0.7162 0.3559 6.509 -2.594 -2.862 -0.381
H 0.2220 -0.0480 1.5906 0.376 -0.873 -1.132 0.331
C -0.4342 0.0638 -0.5791 6.908 0.519 -3.205 0.149
O -2.3090 1.1258 -0.1955 0.779 -0.808 0.343 -0.600
O -2.3358 -1.0139 0.3649 1.244 1.192 -0.034 -0.461
H 1.3418 2.4572 0.5936 1.617 -3.912 -0.462 0.283
H 1.2417 -1.4439 -1.0729 -1.667 1.637 2.203 0.345
N 0.5098 -1.0904 -0.3442 -2.203 -5.778 -4.649 -0.661
```
Forces are in eV/Å.